(1)
150
Properties=species:S:1:pos:R:3 method="wB97M-V/def2-TZVPD" fmax_ev_per_a=2.6 orbital_gap_ev=6.30 e_tot_ev=-222760.88879 relative_energy_kcal_mol=0.0 multiplicity=1 total_charge=-1
Ba -0.199 0.233 0.007
C -4.140 -3.399 -3.659
C -3.802 -1.955 -3.278
C -4.543 -1.471 -2.053
C -5.893 -1.142 -2.172
C -6.612 -0.628 -1.106
C -5.964 -0.418 0.105
C -4.620 -0.730 0.263
C -3.937 -0.507 1.592
C -3.852 -1.787 2.430
C -3.907 -1.286 -0.815
N -2.525 -1.550 -0.656
C -2.102 -2.765 -0.737
C -0.726 -3.160 -0.672
C -0.226 -4.472 -0.690
C 1.160 -4.363 -0.535
C 1.426 -2.980 -0.456
N 0.299 -2.250 -0.534
H -3.565 -3.718 -4.533
H -5.203 -3.503 -3.893
H -3.914 -4.085 -2.838
H -4.063 -1.300 -4.112
H -2.730 -1.857 -3.129
H -6.378 -1.272 -3.137
H -7.658 -0.367 -1.223
H -6.507 0.008 0.947
H -4.486 0.257 2.150
H -2.934 -0.116 1.406
H -4.856 -2.176 2.629
H -3.357 -1.609 3.389
H -3.288 -2.559 1.902
H -2.825 -3.583 -0.842
H -0.815 -5.377 -0.801
H 1.888 -5.164 -0.513
H 2.390 -2.492 -0.350
S 2.773 0.388 0.690
C 4.351 0.728 -0.006
C 5.469 0.859 0.840
C 6.735 1.132 0.343
C 6.931 1.292 -1.025
C 5.844 1.166 -1.878
C 4.565 0.879 -1.392
As 3.005 0.686 -2.558
C 3.827 1.292 -4.249
C 4.583 0.483 -5.098
C 5.122 0.998 -6.274
C 4.909 2.329 -6.617
C 4.149 3.140 -5.784
C 3.607 2.621 -4.614
C 3.104 -1.240 -2.907
C 2.018 -1.819 -3.562
C 2.020 -3.171 -3.880
C 3.109 -3.962 -3.535
C 4.190 -3.397 -2.869
C 4.188 -2.040 -2.556
H 5.308 0.746 1.907
H 7.573 1.227 1.026
H 7.913 1.514 -1.422
H 5.998 1.296 -2.941
H 4.754 -0.557 -4.845
H 5.708 0.357 -6.921
H 5.328 2.730 -7.533
H 3.970 4.175 -6.046
H 3.007 3.260 -3.974
H 1.157 -1.211 -3.807
H 1.163 -3.612 -4.375
H 3.105 -5.022 -3.767
H 5.035 -4.014 -2.585
H 5.030 -1.604 -2.030
O -0.404 -0.327 2.325
P -0.041 -0.893 3.683
C 1.719 -0.926 4.042
C 2.349 -0.157 5.020
C 3.723 -0.246 5.194
C 4.473 -1.092 4.384
C 3.854 -1.838 3.392
C 2.482 -1.756 3.217
C -0.518 -2.632 3.836
C -0.797 -3.231 5.065
C -1.109 -4.582 5.127
C -1.135 -5.344 3.964
C -0.852 -4.755 2.741
C -0.545 -3.400 2.673
C -0.937 -0.036 4.998
C -2.090 0.641 4.603
C -2.907 1.244 5.553
C -2.566 1.194 6.897
C -1.414 0.529 7.297
C -0.605 -0.092 6.353
H 1.782 0.542 5.624
H 4.210 0.360 5.949
H 5.548 -1.149 4.511
H 4.441 -2.463 2.729
H 2.012 -2.320 2.417
H -0.791 -2.649 5.977
H -1.333 -5.039 6.085
H -1.380 -6.400 4.015
H -0.860 -5.336 1.827
H -0.332 -2.944 1.708
H -2.340 0.693 3.549
H -3.808 1.759 5.240
H -3.197 1.676 7.635
H -1.143 0.490 8.346
H 0.283 -0.621 6.679
C -2.777 4.566 3.711
C -1.309 4.170 3.888
As -0.603 3.152 2.355
C 1.014 2.563 3.304
C 1.984 3.645 3.777
C 0.159 4.675 1.386
C -0.887 5.418 0.555
H -3.117 5.222 4.519
H -3.425 3.683 3.702
H -2.947 5.089 2.767
H -1.189 3.546 4.774
H -0.679 5.051 4.020
H 1.545 1.866 2.656
H 0.644 1.997 4.158
H 2.460 4.143 2.931
H 2.783 3.191 4.373
H 1.499 4.409 4.394
H 0.940 4.272 0.744
H 0.634 5.344 2.103
H -1.393 4.743 -0.138
H -0.417 6.207 -0.038
H -1.648 5.883 1.187
N -0.690 1.996 -1.527
C -0.789 3.001 -2.278
C 0.339 4.040 -2.409
C 1.582 3.733 -1.854
C 2.648 4.620 -1.914
C 2.489 5.857 -2.531
C 1.254 6.188 -3.078
C 0.193 5.286 -3.020
C -2.032 3.227 -3.124
C -3.279 3.145 -2.514
C -4.448 3.288 -3.252
C -4.385 3.499 -4.624
C -3.144 3.561 -5.250
C -1.978 3.434 -4.502
H 1.689 2.774 -1.358
H 3.605 4.339 -1.479
H 3.318 6.552 -2.592
H 1.110 7.156 -3.548
H -0.762 5.573 -3.443
H -3.317 2.933 -1.450
H -5.411 3.222 -2.756
H -5.296 3.608 -5.203
H -3.084 3.704 -6.324
H -1.011 3.477 -4.995

=====

(2)
176
Properties=species:S:1:pos:R:3 method="wB97M-V/def2-TZVPD" fmax_ev_per_a=2.9 orbital_gap_ev=7.39 e_tot_ev=-124878.00653 multiplicity=1
C -1.720 -5.337 4.928
C -1.803 -4.142 5.523
C -2.317 -2.929 4.722
O -2.573 -1.944 5.357
C -2.727 -3.110 3.344
C -2.693 -4.341 2.802
C -2.224 -5.534 3.574
O -2.324 -6.698 3.177
H -1.443 -6.301 5.307
H -1.394 -3.984 6.588
H -3.024 -2.215 2.803
H -3.033 -4.467 1.801
C -7.779 2.278 -0.197
C -8.009 1.016 -0.492
C -6.906 0.042 -0.639
O -7.163 -1.131 -0.797
C -5.496 0.520 -0.498
C -5.278 1.770 -0.090
C -6.426 2.733 0.164
O -6.294 3.863 0.580
H -8.606 2.946 0.029
H -9.010 0.641 -0.658
H -4.608 -0.079 -0.714
H -4.234 2.071 0.059
C 3.755 3.887 0.754
C 4.554 4.912 1.003
C 5.702 5.256 0.099
O 6.398 6.240 0.260
C 5.916 4.356 -1.054
C 5.151 3.312 -1.298
C 4.025 2.958 -0.380
O 3.409 1.910 -0.470
H 2.943 3.568 1.407
H 4.502 5.478 1.943
H 6.815 4.583 -1.608
H 5.375 2.519 -2.039
C 2.204 6.011 6.666
C 2.300 6.136 5.342
C 2.318 4.927 4.506
O 2.523 5.122 3.332
C 2.056 3.578 5.079
C 1.758 3.519 6.417
C 1.933 4.704 7.313
O 1.765 4.591 8.546
H 2.207 6.833 7.414
H 2.525 7.048 4.826
H 2.172 2.755 4.391
H 1.529 2.602 6.961
C -2.149 -0.765 -3.700
C -1.822 -1.513 -4.762
C -2.807 -1.788 -5.828
O -2.576 -2.186 -6.963
C -4.201 -1.265 -5.682
C -4.456 -0.424 -4.662
C -3.500 -0.125 -3.567
O -3.755 0.788 -2.779
H -1.439 -0.529 -2.938
H -0.850 -1.933 -4.963
H -4.798 -1.485 -6.525
H -5.416 0.070 -4.628
C -4.614 -3.397 -2.303
C -3.897 -3.343 -1.196
C -2.458 -3.856 -1.186
O -1.639 -3.411 -0.383
C -2.103 -4.757 -2.273
C -2.806 -4.820 -3.400
C -4.200 -4.208 -3.438
O -4.993 -4.437 -4.310
H -5.618 -3.022 -2.366
H -4.319 -2.828 -0.327
H -1.106 -5.229 -2.182
H -2.409 -5.355 -4.221
C -0.569 6.043 1.873
C -0.859 7.031 1.031
C -0.667 6.773 -0.402
O -1.136 7.583 -1.185
C -0.152 5.450 -0.844
C 0.097 4.467 0.015
C -0.200 4.649 1.437
O -0.032 3.747 2.267
H -0.731 6.047 2.920
H -1.268 7.978 1.372
H -0.048 5.326 -1.901
H 0.563 3.509 -0.273
C -7.884 0.502 4.348
C -6.943 0.233 3.484
C -5.614 -0.277 3.865
O -4.730 -0.199 3.043
C -5.404 -0.684 5.261
C -6.304 -0.373 6.166
C -7.703 0.015 5.712
O -8.663 -0.306 6.438
H -8.833 0.873 4.042
H -7.082 0.472 2.406
H -4.399 -1.068 5.471
H -6.318 -0.575 7.231
C -1.785 0.223 1.884
C -0.724 0.628 2.566
C 0.641 0.640 1.942
O 1.633 0.897 2.616
C 0.724 0.273 0.508
C -0.315 -0.188 -0.160
C -1.638 -0.196 0.479
O -2.650 -0.481 -0.171
H -2.763 0.138 2.364
H -0.787 0.858 3.627
H 1.702 0.384 0.030
H -0.387 -0.464 -1.199
C 4.328 -3.021 5.821
C 4.384 -1.452 5.888
C 3.146 -0.743 5.283
O 2.033 -1.182 5.947
C 0.751 -0.962 5.385
N 4.621 -0.969 7.314
H 3.412 -3.405 6.290
H 5.128 -3.546 6.330
H 4.279 -3.235 4.758
H 5.244 -1.151 5.294
H 3.132 -0.976 4.240
H 3.363 0.305 5.249
H 0.447 0.095 5.362
H -0.032 -1.436 5.957
H 0.692 -1.240 4.339
H 5.506 -1.270 7.710
H 3.887 -1.378 7.859
C 1.928 -5.424 -6.989
C 0.847 -5.090 -5.966
C 1.397 -3.997 -5.024
O 0.439 -3.545 -4.036
C 0.865 -2.698 -2.951
N -0.472 -4.779 -6.585
H 1.657 -6.271 -7.633
H 2.798 -5.795 -6.480
H 2.173 -4.633 -7.677
H 0.549 -5.989 -5.462
H 1.576 -3.064 -5.591
H 2.333 -4.316 -4.516
H 0.152 -2.896 -2.158
H 0.815 -1.608 -3.174
H 1.872 -2.912 -2.509
H -0.441 -4.188 -7.411
H -1.052 -4.298 -5.894
C 4.978 -1.179 -4.258
C 5.161 -1.936 -2.928
C 4.786 -0.977 -1.783
O 5.088 -1.658 -0.546
C 4.501 -1.011 0.525
N 4.356 -3.156 -2.826
H 5.342 -1.796 -5.067
H 5.583 -0.255 -4.345
H 3.929 -0.929 -4.357
H 6.211 -2.172 -2.742
H 3.722 -0.747 -1.804
H 5.364 -0.066 -1.866
H 3.411 -1.061 0.661
H 4.788 0.044 0.532
H 4.970 -1.453 1.381
H 4.520 -3.461 -1.863
H 4.573 -3.885 -3.502
C 1.116 1.649 -3.513
C 2.039 2.769 -4.001
C 2.515 2.716 -5.403
O 3.333 1.496 -5.440
C 3.854 1.296 -6.739
N 1.335 4.066 -3.790
H 0.107 1.853 -3.930
H 1.061 1.574 -2.426
H 1.451 0.682 -3.903
H 2.945 2.850 -3.411
H 3.066 3.642 -5.704
H 1.702 2.593 -6.102
H 4.500 0.424 -6.717
H 4.439 2.158 -6.946
H 3.152 1.326 -7.562
H 2.001 4.807 -3.761
H 0.752 4.280 -4.593